No. 1
CH4ClNOS2 | ωB97M-V/def2-TZVPD

Output
HOMO ... -9.608 eV
ΔE to the lowest compared entry with this formula, charge and spin ... 0.272 eV
LUMO level ... 0.59 eV
SMILES string ... N[S@@](=O)(=S)CCl
Gap between HOMO and LUMO ... 0.375 hartree

Each line ends with the natural charge from an NBO analysis.
CARTESIAN COORDINATES (ANGSTROEM)
C -0.37929 -0.24971 -1.28055  -0.616
N 0.68835 0.08596 1.12154  -1.073
O 0.27212 -2.22429 0.49376  -0.916
S -2.22379 -0.67201 1.08369  -0.443
S -0.40490 -0.95296 0.43077  1.730
Cl 1.29114 -0.36524 -1.85900  -0.021
H -0.90457 -0.91237 -2.17213  0.277
H -0.77719 0.70467 -1.18451  0.235
H 0.52843 0.66559 1.85120  0.406
H 1.61458 -0.44668 1.24339  0.421


No. 2
C28H33Cl33N3O6 | ωB97M-V/def2-TZVPD

Output
HOMO ... -5.021 eV
LUMO level ... 1.46 eV
Net charge ... -1
Gap between HOMO and LUMO ... 0.238 hartree

Each line ends with the Mulliken charge.
CARTESIAN COORDINATES (ANGSTROEM)
C -4.83721 -1.64021 0.72724  -0.937
C -4.41287 -0.99312 -0.58101  -0.761
C -3.03744 -0.30454 -0.44223  0.936
C -2.53817 0.05324 -1.82897  -0.682
O -1.41377 0.90567 -1.94579  -0.028
C -0.28972 0.71269 -1.11169  1.339
C -0.43971 1.62943 0.12664  -0.058
C -0.34540 3.08228 -0.29816  -0.296
N 0.52093 3.88574 0.14727  -0.659
C 0.91506 1.37860 -1.90593  -0.602
O 0.70098 1.77627 -3.06639  -0.847
O 1.97796 1.44160 -1.27113  -0.465
N 0.06249 -0.65781 -0.78637  1.627
C 0.17123 -1.12485 0.55927  -0.533
C 1.53953 -1.01309 1.23254  -0.281
O 2.19372 -0.05344 1.35796  -0.337
O 2.00334 -2.25051 1.78172  -0.427
C 1.12801 -2.78937 2.67563  0.796
C 0.77567 -4.22262 2.41482  -0.719
O 0.66156 -2.15946 3.57614  -0.545
C 0.23705 -1.60709 -1.82812  -0.165
C 1.29436 -1.61971 -2.74630  0.406
C 1.30012 -2.64405 -3.68649  -0.742
C 0.32750 -3.63376 -3.70202  -0.540
N -0.68117 -3.64542 -2.82077  -0.743
C -0.68081 -2.65840 -1.93466  0.309
H -5.11902 -0.90266 1.47202  0.147
H -5.66107 -2.33734 0.57751  0.415
H -4.00877 -2.22829 1.11830  0.119
H -5.12931 -0.24441 -0.92015  0.417
H -4.33593 -1.74733 -1.36778  0.446
H -3.23639 0.58806 0.14667  0.342
H -2.41080 -1.01900 0.08692  -0.505
H -3.35637 0.58262 -2.31892  0.120
H -2.38668 -0.83761 -2.44502  0.166
H -1.43139 1.53526 0.57099  -0.308
H 0.37322 1.47786 0.82952  0.005
H -1.04768 3.46812 -1.03187  0.396
H 1.14110 3.40425 0.79958  0.106
H -0.58274 -0.73479 1.24198  0.652
H -0.02718 -2.20043 0.53687  0.395
H -0.22758 -4.26189 1.99858  -0.102
H 1.44626 -4.64228 1.66980  0.322
H 0.82662 -4.80972 3.32432  0.390
H 2.06558 -0.86760 -2.71683  -0.405
H 2.09319 -2.63788 -4.42166  0.651
H 0.36163 -4.41979 -4.44184  0.485
H -1.49347 -2.66481 -1.21511  0.025
C 3.06801 4.83476 3.22323  -0.077
Cl 4.14592 4.77365 4.62703  -0.153
Cl 2.40026 3.24647 2.87781  -0.036
Cl 1.78545 6.01961 3.47626  -0.055
H 3.64980 5.14694 2.36647  0.291
C 4.80723 1.77758 -3.08861  0.093
Cl 5.66891 2.31134 -1.64304  -0.168
Cl 5.87531 1.85166 -4.50789  -0.090
Cl 4.16122 0.17049 -2.87318  -0.151
H 3.96999 2.44617 -3.25120  0.222
C -3.84200 0.16595 4.68376  -0.058
Cl -5.03894 -1.13167 4.58119  -0.136
Cl -3.14606 0.47049 3.09939  -0.002
Cl -4.53881 1.64503 5.36313  -0.150
H -3.04929 -0.15670 5.34534  0.310
C -3.94272 3.14777 -4.77918  -0.052
Cl -5.12226 2.52489 -3.61114  -0.150
Cl -4.14394 4.89859 -4.96856  -0.158
Cl -2.30453 2.74045 -4.31603  0.012
H -4.15549 2.68845 -5.73477  0.307
C 9.09630 2.07389 -6.85256  0.004
Cl 7.41801 1.91127 -7.36191  -0.116
Cl 9.51756 0.84395 -5.66541  -0.030
Cl 10.18637 1.99914 -8.24523  -0.149
H 9.21311 3.04382 -6.38829  0.291
C 12.37046 -0.22550 -3.14319  0.068
Cl 10.83766 -1.09725 -3.14375  -0.111
Cl 12.18862 1.37974 -3.84838  -0.109
Cl 13.02510 -0.12281 -1.50640  -0.132
H 13.07306 -0.78000 -3.74977  0.280
C 0.15459 9.97037 3.55829  0.030
Cl 0.96389 10.56815 5.01136  -0.132
Cl 1.22981 10.05685 2.16463  -0.114
Cl -0.43075 8.32724 3.79740  -0.096
H -0.69808 10.60660 3.36551  0.316
C 4.43132 -5.14105 -5.68316  -0.011
Cl 2.95826 -4.64942 -4.84726  -0.121
Cl 4.09518 -6.38870 -6.89384  -0.146
Cl 5.21549 -3.74843 -6.42790  -0.115
H 5.11127 -5.55969 -4.95387  0.298
C -8.98631 -0.16799 5.87075  0.427
Cl -7.66419 0.96366 5.61529  -0.044
Cl -10.35976 0.62026 6.65600  -0.145
Cl -9.47875 -0.91258 4.34781  -0.134
H -8.63171 -0.95257 6.52730  -0.119
C -3.34547 -5.62503 1.47598  -0.219
Cl -3.59425 -4.84276 3.04021  -0.086
Cl -2.59345 -4.51365 0.33815  0.017
Cl -2.37918 -7.09225 1.65468  -0.132
H -4.31341 -5.90586 1.08386  0.400
C -6.66556 -2.16895 8.99111  -0.128
Cl -7.85186 -3.47142 8.86255  -0.124
Cl -5.91315 -1.85668 7.42768  0.011
Cl -7.41935 -0.70217 9.61930  -0.108
H -5.89742 -2.47996 9.68609  0.359


No. 3
C3H6N | ωB97M-V/def2-TZVPD

Output
HOMO ... -15.234 eV
ΔE to the lowest compared entry with this formula, charge and spin ... 1.233 eV
LUMO level ... -6.64 eV
Net charge ... +1
SMILES string ... C=C[NH+]=C
Gap between HOMO and LUMO ... 0.316 hartree

Each line ends with the natural charge from an NBO analysis.
CARTESIAN COORDINATES (ANGSTROEM)
C -0.00069 -0.53455 -0.78012  -0.096
C 0.36657 0.59349 -1.40627  -0.267
C -0.29218 0.24541 1.52814  0.157
N -0.19450 -0.65802 0.61679  -0.437
H -0.09911 -1.46696 -1.32178  0.251
H 0.70444 1.46176 -0.86060  0.216
H 0.21859 0.59610 -2.47793  0.254
H -0.92026 0.15142 2.39070  0.242
H 0.17203 1.21596 1.37659  0.215
H 0.04511 -1.60461 0.93448  0.464


No. 4
C15H39Cl2INO16P4 | ωB97M-V/def2-TZVPD

Output
HOMO ... -3.971 eV
LUMO level ... 1.89 eV
Net charge ... -1
Gap between HOMO and LUMO ... 0.215 hartree

Each line ends with the Mulliken charge.
CARTESIAN COORDINATES (ANGSTROEM)
C 3.86102 -2.04774 1.92666  -1.036
C 2.70617 -1.34660 1.30470  0.575
Cl 3.02424 0.30590 0.87609  -0.243
C 1.48209 -1.87479 1.09393  0.037
Cl 1.24927 -3.64933 1.55751  -0.275
N 0.42764 -1.26896 0.56986  -0.706
I -0.69245 -0.47356 2.14458  -0.066
H 3.52968 -2.94831 2.41722  0.268
H 4.64683 -2.28389 1.21162  0.245
H 4.27526 -1.41146 2.70705  0.304
C 2.72868 -10.18574 2.87748  -0.712
O 2.87775 -9.05005 3.73495  -0.321
P 1.60413 -8.57669 4.54948  1.069
O 0.92297 -9.60922 5.32433  -0.703
O 0.65103 -7.88343 3.49125  -0.311
C 1.20483 -6.97057 2.52411  -0.674
O 2.25075 -7.39615 5.37697  -0.288
C 1.41834 -6.74335 6.34308  -0.713
H 3.42707 -10.95590 3.19764  0.256
H 1.71575 -10.58662 2.90758  0.350
H 2.96637 -9.88265 1.85874  0.260
H 1.34082 -7.49222 1.57732  0.286
H 2.15734 -6.55929 2.85292  0.392
H 0.50027 -6.15728 2.38428  0.250
H 0.86159 -7.47350 6.92976  0.334
H 0.72779 -6.06413 5.84280  0.291
H 2.06877 -6.17362 7.00034  0.226
C 1.16243 0.67189 -1.71237  -0.775
O 0.81628 1.58323 -2.80921  -0.322
P 1.34806 1.26607 -4.24324  0.886
O 1.08890 -0.05930 -4.79137  -0.751
O 2.90639 1.61913 -4.21088  -0.299
C 3.33489 2.81040 -3.55231  -0.624
O 0.68262 2.47510 -5.04081  -0.047
C 0.87059 2.49610 -6.45532  -0.827
H 0.25419 0.28073 -1.27520  0.310
H 1.77757 -0.15743 -2.05699  0.420
H 1.70984 1.23614 -0.96620  0.227
H 3.69702 2.56015 -2.55528  0.251
H 2.52999 3.54109 -3.47004  0.279
H 4.14997 3.24090 -4.13217  0.267
H 0.71010 1.50958 -6.89000  0.362
H 1.87874 2.84161 -6.69186  0.313
H 0.14903 3.19141 -6.87873  0.231
C -5.23880 -0.69009 7.28786  -0.725
O -5.47202 -1.34428 6.03692  -0.327
P -4.89516 -0.64736 4.73337  0.992
O -3.49316 -0.26614 4.77645  -0.565
O -5.86118 0.59954 4.47637  -0.282
C -7.27333 0.42591 4.58799  -0.688
O -5.30794 -1.71494 3.65044  -0.287
C -4.86767 -1.46627 2.30084  -0.459
H -4.68413 -1.36638 7.93417  0.258
H -4.66967 0.23097 7.16369  0.349
H -6.20158 -0.46179 7.74479  0.263
H -7.60651 0.78204 5.56349  0.247
H -7.56555 -0.61684 4.46455  0.345
H -7.74754 1.02198 3.81097  0.269
H -3.82697 -1.14604 2.28022  0.113
H -5.49700 -0.70081 1.84422  0.255
H -4.97019 -2.39283 1.74459  0.217
C 1.29954 9.37314 -7.75956  -0.718
O 1.19696 8.08037 -7.15227  -0.325
P 0.09768 7.88521 -6.02812  0.823
O -1.25199 8.31285 -6.37262  -0.708
O 0.66761 8.64670 -4.74995  -0.295
C 2.04131 8.48012 -4.38668  -0.657
O 0.30182 6.35256 -5.72619  0.037
C -0.60108 5.73522 -4.79175  -0.511
H 1.12853 9.26800 -8.82829  0.258
H 0.57242 10.07309 -7.34857  0.354
H 2.30527 9.75599 -7.59058  0.254
H 2.61649 9.33206 -4.74939  0.250
H 2.45975 7.56006 -4.79370  0.324
H 2.09901 8.44699 -3.30130  0.275
H -1.63105 6.03057 -4.98714  0.339
H -0.32796 6.00986 -3.77286  0.281
H -0.51605 4.65856 -4.90118  0.044


No. 5
C5H9N | ωB97M-V/def2-TZVPD

Output
HOMO ... -8.178 eV
ΔE to the lowest compared entry with this formula, charge and spin ... 1.641 eV
LUMO level ... 1.01 eV
Gap between HOMO and LUMO ... 0.338 hartree

Each line ends with the natural charge from an NBO analysis.
CARTESIAN COORDINATES (ANGSTROEM)
C -1.69799 0.28344 0.13250  -0.249
C -0.60462 -0.73313 -0.16525  -0.421
C 0.66806 -0.04253 0.36438  -0.347
C 1.93639 -0.54042 -0.31863  -0.594
C 0.41129 1.46155 0.26752  0.119
N -0.90135 1.52851 0.15323  -0.567
H -2.17672 0.12068 1.10801  0.193
H -1.38803 2.41403 0.11057  0.395
H -2.48359 0.32880 -0.63000  0.202
H -0.78277 -1.71774 0.27410  0.219
H -0.50839 -0.85519 -1.25153  0.203
H 0.76182 -0.22237 1.44944  0.219
H 2.00481 -1.63128 -0.22780  0.203
H 1.92514 -0.29432 -1.38698  0.204
H 2.83594 -0.10004 0.12043  0.221